{"formula": "C3NaO2", "method": "ωB97M-V with the def2-TZVPD basis set", "mol_weight_g_mol": 91.02, "orbital_gap_ha": [0.113, 0.119], "total_charge": -1, "species": ["O", "C", "C", "O", "C", "Na"], "coordinates": [[-0.232, -0.260, -0.717], [0.917, 0.168, -1.174], [1.976, 0.655, -1.625], [-0.254, 0.724, 1.587], [-0.993, 0.535, 0.680], [-1.415, -1.822, 1.249]], "forces_ev_per_a": [[-0.56, -0.27, 0.55], [0.17, 0.10, 0.10], [-0.01, -0.14, 0.06], [-0.66, -0.03, -1.29], [0.65, -0.20, 1.22], [0.40, 0.54, -0.64]]}